177
Properties=species:S:1:pos:R:3:forces:R:3:mulliken_spin:R:1 method="wB97M-V/def2-TZVPD" energy_ha=-6413.94585 total_charge=0 multiplicity=6
C 9.291407 2.789080 -0.296713 -0.687 0.290 1.499 0.0087
C 10.150507 1.635853 -0.838240 -2.252 2.528 -1.114 0.0124
C 9.788820 1.638211 -2.369968 0.720 -1.744 -0.544 0.0131
C 10.815635 0.810558 -3.170303 -0.353 -0.029 -0.497 -0.0033
C 12.178098 1.466093 -3.115899 -1.971 -0.430 0.718 0.0091
C 12.546978 1.546890 -1.564375 3.735 0.436 -2.714 0.0071
N 11.534076 2.070381 -0.656513 1.189 -0.583 3.994 0.3142
O 11.915074 2.244860 0.711783 -1.094 -0.673 -5.233 0.6035
C 13.120743 0.174730 -1.204993 0.088 -0.844 0.539 0.0344
C 13.789050 2.501767 -1.688294 -0.400 0.332 1.515 0.0073
C 9.727244 0.312269 -0.231471 0.870 -0.254 0.462 0.0234
H 8.218866 2.651926 -0.434349 -0.016 -0.147 -0.954 0.0002
H 9.608552 3.776446 -0.632330 -0.016 -0.197 -0.405 -0.0062
H 9.256566 2.883060 0.788668 0.820 -0.293 0.292 -0.0004
H 8.818441 1.153144 -2.475676 -0.137 -0.027 0.271 -0.0006
H 9.665182 2.585584 -2.894652 0.313 0.457 0.658 -0.0014
H 10.538404 0.627866 -4.208510 -0.414 0.384 -0.147 -0.0002
H 10.922074 -0.208867 -2.799419 -0.169 -0.031 0.375 -0.0007
H 12.163045 2.408279 -3.663764 -0.163 0.498 0.610 -0.0010
H 12.808075 0.862322 -3.769107 0.809 -0.233 0.893 -0.0006
H 12.477375 -0.678656 -1.419260 -0.429 0.151 0.156 -0.0055
H 14.014282 -0.062454 -1.782424 0.050 0.454 -0.202 0.0014
H 13.436266 0.090453 -0.165068 -0.237 0.250 0.142 -0.0040
H 13.485531 3.477846 -2.066769 -0.063 -0.003 -0.002 -0.0044
H 14.239003 2.656861 -0.707689 0.032 0.079 0.102 -0.0001
H 14.577082 2.107965 -2.330181 -0.351 -0.243 -0.128 0.0002
H 8.650041 0.149432 -0.196565 -0.009 0.258 -0.562 0.0011
H 10.021382 0.259689 0.816770 0.384 -0.015 -0.048 -0.0039
H 10.226368 -0.467250 -0.807087 -0.250 -0.371 0.321 -0.0039
C -1.629320 8.772352 -4.211551 -0.035 -0.190 -0.790 0.0069
C -2.044848 10.268832 -4.381419 0.354 -2.373 0.458 0.0003
C -1.897589 10.741074 -2.895192 -1.260 2.166 -0.825 0.0084
C -1.899740 12.280784 -2.817026 1.482 -0.622 -0.692 -0.0012
C -0.688749 12.812280 -3.655450 -1.227 -0.623 0.774 0.0046
C -0.656340 12.323518 -5.153299 -0.666 1.142 0.957 0.0094
N -1.043490 10.894814 -5.348377 -1.164 -1.410 -3.596 0.3521
O -1.121997 10.417578 -6.769307 0.300 2.152 6.224 0.5844
C -1.769655 13.187981 -5.887279 0.503 -0.285 -0.924 0.0326
C 0.805164 12.573576 -5.579899 -0.301 -0.801 -1.407 0.0095
C -3.563278 10.289364 -4.832688 0.504 0.506 0.137 0.0153
H -0.627827 8.687217 -3.789824 0.000 0.167 0.024 -0.0028
H -1.621849 8.191856 -5.134079 -0.085 0.286 -0.251 -0.0021
H -2.318385 8.252581 -3.545861 -0.099 0.207 0.159 0.0000
H -2.832709 10.466981 -2.406800 0.111 -0.554 0.038 -0.0005
H -1.082491 10.349091 -2.286864 0.245 -0.238 -0.611 -0.0023
H -1.765198 12.513287 -1.760648 -0.224 0.562 -0.078 0.0000
H -2.835485 12.668061 -3.220152 -0.043 0.128 0.226 -0.0003
H 0.230483 12.606232 -3.107111 0.153 -0.586 -0.196 0.0008
H -0.716757 13.901757 -3.636699 -0.093 0.087 -0.473 -0.0006
H -1.672932 14.265584 -5.754913 0.257 -0.063 0.260 0.0013
H -1.809101 13.011469 -6.962168 0.775 -0.098 -0.194 -0.0026
H -2.805880 12.918400 -5.683187 0.216 -0.150 0.963 -0.0054
H 1.564772 11.865264 -5.249192 -0.605 -0.536 0.704 -0.0035
H 0.809139 12.371947 -6.651082 0.334 0.788 -0.302 -0.0038
H 1.234628 13.523969 -5.263035 -0.603 0.329 -0.441 0.0007
H -3.791367 9.573497 -5.622365 0.439 0.238 -0.257 -0.0006
H -3.924765 11.280867 -5.105354 0.276 0.004 -0.351 -0.0020
H -4.252407 10.018609 -4.032758 0.455 -0.237 0.463 0.0013
C 1.789600 -6.540657 10.995058 -1.415 -0.428 -1.621 0.0083
C 2.027159 -6.321010 9.460480 0.455 0.883 0.816 -0.0054
C 3.204706 -7.167668 9.068884 0.850 -0.273 -0.952 0.0197
C 3.592309 -7.090542 7.578194 -1.771 -1.362 0.050 -0.0021
C 2.373153 -7.560622 6.705420 1.031 1.066 0.906 0.0109
C 1.047672 -6.813527 7.042562 -0.297 0.172 -1.406 0.0017
N 0.900125 -6.625147 8.545569 -5.322 2.007 0.768 0.3358
O -0.414915 -5.982814 8.923574 5.686 -2.713 -1.542 0.6013
C 0.951524 -5.478329 6.251466 1.357 0.033 -0.186 0.0225
C -0.091794 -7.673473 6.421189 -0.450 -0.557 2.121 0.0030
C 2.401100 -4.849423 9.371077 1.014 1.023 -0.640 0.0282
H 2.754803 -6.432341 11.489806 -0.363 0.550 0.145 0.0004
H 1.387220 -7.517123 11.264699 0.087 -0.236 -0.321 -0.0038
H 0.976321 -5.838337 11.177883 0.443 0.230 0.959 0.0005
H 4.121525 -6.919763 9.603764 -0.293 0.342 0.547 -0.0002
H 2.930113 -8.167155 9.406129 0.262 -0.446 -0.520 -0.0026
H 4.406491 -7.795478 7.410019 0.187 0.224 -0.149 -0.0001
H 3.873561 -6.095863 7.232361 0.192 0.020 0.358 -0.0004
H 2.226719 -8.637598 6.787865 -0.007 -0.007 0.173 0.0012
H 2.711057 -7.341177 5.692606 -0.665 -0.104 -0.300 -0.0004
H 0.053400 -4.867265 6.341302 0.027 -0.318 0.575 0.0000
H 1.849486 -4.879725 6.404520 -0.133 0.389 0.426 -0.0054
H 1.054080 -5.710988 5.191529 -0.277 -0.361 -0.118 -0.0003
H 0.040805 -8.143221 5.446585 0.563 0.794 -0.214 0.0004
H -0.193302 -8.539433 7.075346 -0.257 -0.151 0.213 -0.0028
H -1.034621 -7.130362 6.486087 0.026 -0.047 -0.222 -0.0024
H 3.268221 -4.610817 9.986933 -0.107 -0.332 0.645 0.0003
H 1.631038 -4.120229 9.622831 -0.261 -0.371 -0.094 -0.0042
H 2.838204 -4.586522 8.407789 -0.561 -0.027 -0.416 -0.0042
C -11.669203 -11.511266 -2.135474 0.749 -0.412 0.532 0.0060
C -10.285793 -10.931482 -2.540217 -2.023 1.122 1.120 -0.0138
C -10.591557 -9.716132 -3.412634 0.087 0.036 -0.059 0.0234
C -9.370235 -8.901870 -3.664717 0.496 1.217 -0.543 -0.0050
C -8.772574 -8.332648 -2.402092 -0.557 -0.940 0.481 0.0171
C -8.451677 -9.425057 -1.360785 -1.238 1.417 2.015 -0.0109
N -9.578037 -10.391901 -1.312423 -0.457 -4.203 3.881 0.3634
O -9.591230 -11.329699 -0.125983 0.272 4.036 -5.136 0.5926
C -7.153744 -10.070778 -1.614806 2.043 -1.080 -0.743 0.0142
C -8.320688 -8.672510 0.031336 -0.079 -0.458 -0.285 0.0099
C -9.600978 -11.982657 -3.358819 1.199 -0.359 0.505 0.0108
H -12.231451 -11.728969 -3.043542 -0.085 0.215 -0.033 -0.0001
H -12.235818 -10.883076 -1.448156 0.068 0.217 -0.241 -0.0064
H -11.518931 -12.465175 -1.629919 -0.009 0.019 0.091 0.0016
H -11.014298 -10.076873 -4.350320 -0.117 0.029 -0.005 0.0003
H -11.323631 -9.055450 -2.948204 -0.206 -0.171 0.216 -0.0025
H -9.629951 -8.003524 -4.224727 -0.109 -0.153 -0.558 0.0007
H -8.601372 -9.424427 -4.233820 -0.007 -0.215 -0.093 -0.0005
H -9.503550 -7.700408 -1.898059 -0.038 0.387 -0.294 0.0010
H -7.892042 -7.760673 -2.694710 0.081 0.050 0.536 -0.0001
H -6.631681 -9.484966 -2.371370 0.282 -0.227 -0.111 0.0015
H -6.484544 -10.125970 -0.756188 -0.212 0.203 0.201 -0.0018
H -7.204665 -11.106481 -1.950685 -0.218 0.117 -0.178 0.0018
H -7.922058 -9.344097 0.791692 0.024 -0.001 -0.118 0.0001
H -7.640155 -7.831479 -0.101533 0.338 -0.151 -0.145 0.0005
H -9.209040 -8.211406 0.462993 -0.457 -0.325 -0.468 -0.0044
H -10.017118 -11.984541 -4.366248 0.120 -0.152 0.057 0.0020
H -9.733481 -12.953273 -2.880836 0.053 -0.077 -0.166 -0.0029
H -8.530067 -11.780323 -3.376398 0.000 -0.141 -0.461 0.0017
C -5.274611 5.856107 8.446355 0.588 -1.812 0.522 0.0117
C -4.392153 6.213623 7.225282 -1.052 2.448 0.163 -0.0024
C -3.833365 7.611249 7.658216 1.162 0.739 -1.164 0.0137
C -2.661571 8.145214 6.775355 -1.077 -0.116 0.434 -0.0040
C -1.551310 7.146818 6.703376 -0.496 0.681 -0.917 0.0095
C -2.066013 5.784770 6.134825 1.642 0.234 1.010 -0.0055
N -3.292118 5.331072 6.830051 -1.338 -5.214 -0.435 0.3589
O -3.663117 3.958438 6.519100 1.298 5.521 1.313 0.5727
C -2.333498 5.836507 4.630612 -0.130 0.826 -0.226 0.0282
C -0.885776 4.857920 6.501691 -1.164 -0.846 -0.047 0.0142
C -5.387231 6.435459 6.069977 -0.603 0.031 -0.626 0.0332
H -4.682341 5.725720 9.352072 0.348 0.121 -0.027 -0.0048
H -5.788810 4.899012 8.358709 -0.057 -0.048 -0.426 -0.0007
H -6.034713 6.590743 8.712162 0.217 0.322 -0.600 0.0006
H -4.579848 8.401957 7.583140 -0.583 -0.443 -0.008 -0.0008
H -3.544079 7.634206 8.708877 0.282 -0.387 0.026 -0.0021
H -2.345122 9.113461 7.163259 0.141 -0.002 0.059 0.0001
H -2.997940 8.325675 5.754377 -0.374 0.140 0.009 -0.0008
H -1.011716 7.169733 7.650167 -0.160 -0.926 0.171 -0.0028
H -0.829982 7.524518 5.978715 0.220 -0.173 -0.162 -0.0002
H -1.436836 5.838339 4.010854 0.247 -0.375 0.283 0.0000
H -3.020218 5.055016 4.305348 0.209 -0.064 0.137 -0.0064
H -2.782157 6.801758 4.395917 -0.343 -0.030 -0.085 -0.0014
H -1.136855 3.862067 6.136522 0.371 -0.136 0.091 -0.0013
H 0.074035 5.192563 6.108184 -0.232 0.147 -0.196 -0.0005
H -0.828506 4.837345 7.589997 0.117 -0.192 -0.019 -0.0040
H -5.899874 5.509380 5.809822 0.020 -0.107 0.185 -0.0022
H -5.064178 6.853651 5.116641 0.905 -0.144 0.101 -0.0038
H -6.136787 7.171792 6.359929 -0.157 -0.193 0.435 0.0011
Cl 5.539405 4.743877 -8.842633 -0.397 -0.450 0.288 0.0000
C 4.100712 3.631174 -8.751642 0.554 -0.259 -1.258 0.0000
C 4.566238 2.189409 -8.485231 0.433 0.612 0.731 0.0000
Cl 3.149072 1.091035 -8.368718 0.448 0.306 -0.008 0.0000
H 3.704537 3.663420 -9.766575 -0.219 0.061 0.158 0.0000
H 3.365355 4.070361 -8.077504 0.310 -0.403 0.219 0.0000
H 5.171830 2.156653 -7.579536 -0.573 -0.093 0.429 0.0000
H 5.283247 1.801358 -9.208703 -0.558 0.225 -0.558 0.0000
Cl -5.263289 -5.858738 -9.700103 -0.240 0.043 0.005 0.0000
C -4.031812 -4.755685 -10.345280 -0.155 -0.043 -0.632 0.0000
C -3.355182 -3.960653 -9.277890 1.080 -0.318 0.338 0.0000
Cl -4.480879 -2.873614 -8.516415 -0.808 0.893 0.422 0.0000
H -4.464525 -3.999132 -10.999858 -0.516 -0.345 -0.105 0.0000
H -3.404600 -5.386471 -10.975210 0.425 0.214 0.369 0.0000
H -2.580668 -3.347354 -9.738426 0.082 -0.094 0.033 0.0000
H -2.933968 -4.515437 -8.439496 0.131 -0.350 -0.429 0.0000
Cl -1.889044 -2.590913 -2.107908 -0.248 -0.735 0.272 0.0000
C -0.928112 -1.140851 -2.399021 0.733 -0.494 0.037 0.0000
C -0.174110 -0.724632 -1.139096 -1.381 0.004 0.196 0.0000
Cl 0.757204 0.723608 -1.619515 -0.009 -0.229 0.587 0.0000
H -1.673188 -0.429493 -2.755323 0.630 0.361 0.130 0.0000
H -0.178853 -1.393325 -3.149330 -0.348 0.173 -0.258 0.0000
H 0.408789 -1.486783 -0.621954 0.629 -0.074 -0.937 0.0000
H -0.923245 -0.553912 -0.365946 -0.001 0.990 -0.030 0.0000
Cl 3.834648 -6.199091 -1.878712 0.103 0.073 0.004 0.0000
C 3.992788 -6.557672 -3.613697 -0.612 0.189 -0.563 0.0000
C 2.878923 -7.506786 -4.075259 0.276 1.029 -0.709 0.0000
Cl 2.999622 -9.040729 -3.292729 -0.052 -1.182 0.540 0.0000
H 5.004787 -6.910080 -3.813106 -0.232 -0.354 0.157 0.0000
H 3.886863 -5.619769 -4.158884 -0.085 0.072 0.121 0.0000
H 2.921339 -7.680283 -5.150525 0.436 0.053 -0.040 0.0000
H 1.880415 -7.093046 -3.934211 0.163 0.125 0.493 0.0000